A 7-piece molecular cluster, C34H62Cl12N5O2 overall. Source: the OMol25 dataset; level of theory: ωB97M-V/def2-TZVPD.

```
! wB97M-V def2-TZVPD RIJCOSX def2/J DEFGRID3
* xyz 1 1
N -3.338 -0.038 0.002
H 8.570 3.400 5.672
H -9.649 -1.227 -2.860
C -2.844 0.024 -1.359
Cl 7.268 3.841 3.754
H 2.699 -2.687 -8.110
C 3.796 -0.832 -3.635
H 0.941 -3.753 -6.617
H -12.537 -0.381 -5.855
C -2.190 2.145 0.824
H 3.357 -3.401 -6.632
H 3.850 1.977 -0.760
H 5.638 -0.966 -2.411
H -2.551 2.525 -0.199
H -0.350 4.141 0.727
N 4.207 -4.738 2.835
C -3.389 -1.132 -2.244
Cl -6.909 0.921 -1.616
H 5.966 1.855 -1.782
H -7.333 -0.616 -3.331
H 4.164 0.236 0.462
H 3.202 0.289 -5.137
H 4.214 -0.006 -1.618
C -12.803 -0.979 -4.982
C 3.955 -2.321 -1.543
C -9.212 -0.390 -2.315
H 4.462 -3.186 -2.124
C 0.019 3.429 5.962
Cl 8.800 0.843 4.310
H 5.062 -1.935 3.203
Cl -9.897 -0.430 -0.671
H 4.839 2.380 1.926
C 4.348 -3.707 1.986
C 4.506 -0.963 -2.177
C 1.548 -4.341 -7.308
H 0.188 2.446 6.405
H 9.377 4.491 4.540
H -13.329 -2.792 -6.004
C 1.726 3.225 0.446
H 6.686 -0.432 -0.668
C 6.873 1.575 0.288
H 10.575 2.363 4.502
H -2.549 0.239 2.048
Cl 2.459 3.160 4.730
C -4.329 -1.954 -1.283
H 7.977 1.611 -0.066
H -0.424 1.082 1.672
H -7.373 -1.388 -1.741
C -3.051 0.829 1.189
N 4.699 -1.741 1.069
Cl -11.822 -0.414 -3.606
H -10.413 -0.754 1.989
H -4.085 1.138 1.609
C 1.326 4.150 5.689
C -10.428 -0.595 4.152
Cl 0.582 -4.555 -8.789
H -9.747 -0.721 4.996
H -4.918 -2.900 -1.542
H 2.824 -2.473 -1.731
C -0.581 1.868 0.849
H -8.983 0.017 2.686
H 0.348 3.323 2.254
H -13.846 -0.773 -4.732
C 9.592 2.417 4.030
C 2.857 -3.626 -7.577
H 7.252 -0.475 1.078
H -10.854 0.409 4.205
C -9.716 -0.780 2.827
C 8.801 3.568 4.619
H -3.151 -1.321 -3.340
H -0.336 1.356 -0.145
H 1.826 4.376 6.633
C -4.244 -1.189 0.082
H -4.827 -1.509 1.020
N 4.793 -2.345 2.299
O 3.432 -1.890 -4.213
C 4.329 3.113 1.215
Cl -0.955 3.209 4.487
H 1.712 -5.325 -6.866
C -7.702 -0.516 -2.308
C 3.696 -6.070 2.373
C 0.230 3.227 1.110
H -0.588 4.016 6.655
H 4.430 -4.600 3.827
H -9.536 0.534 -2.795
C 5.037 -0.288 0.975
H 4.247 3.760 -0.926
H 2.565 3.931 2.510
H 6.632 3.396 -1.042
C 2.758 3.152 1.677
H -2.130 0.875 -1.607
H 6.890 2.098 1.322
C 4.533 2.806 -0.344
H -2.495 2.968 1.581
Cl -8.821 -2.319 2.754
H 1.164 5.089 5.156
H 2.749 -5.846 1.748
H 2.580 2.120 2.181
H 3.305 -6.628 3.308
C -12.620 -2.461 -5.243
Cl -10.991 -2.840 -5.855
Cl 3.985 -4.621 -8.532
H 5.054 0.116 2.062
C 6.038 2.436 -0.780
Cl -11.779 -1.738 4.356
O 3.575 0.454 -4.231
H 9.735 2.536 2.955
H 1.835 4.171 -0.188
H 4.455 -6.680 1.778
H 4.749 4.154 1.445
H 1.779 2.269 -0.204
C 4.253 -2.569 -0.008
H -12.789 -3.052 -4.340
C 6.485 0.020 0.361
N 4.015 -3.897 0.589
*
```

Values from the calculation:
orbital gap = 6.25 eV
lowest unoccupied orbital energy = -2.8 eV

***

C3H9BN2O in the gas phase. Source: the OMol25 dataset; level of theory: ωB97M-V/def2-TZVPD.

```
! wB97M-V def2-TZVPD RIJCOSX def2/J DEFGRID3
* xyz 0 1
H 1.239 1.334 -1.744
H 2.192 0.615 1.909
H -3.489 -0.149 -1.212
B 0.845 0.206 0.186
C -0.827 0.352 0.541
H -1.084 -0.325 -1.448
C 1.564 0.369 -1.183
O -1.329 0.629 1.616
H 2.005 -1.248 1.409
H -2.971 -0.525 0.436
H 2.713 0.433 -1.236
N -2.834 -0.636 -0.595
H 0.772 -0.395 2.270
N -1.625 0.148 -0.680
C 1.519 -0.265 1.497
H 1.309 -0.544 -1.766
*
```

Values from the calculation:
orbital gap = 9.08 eV
SMILES = CB(C)C(=O)NN
lowest unoccupied orbital energy = 0.2 eV
energy above the lowest of the compared OMol25 structures with the same formula, charge and spin = 0.076 eV

***

CH2FLi2O as an isolated structure. Source: the OMol25 dataset; level of theory: ωB97M-V/def2-TZVPD.

```
! wB97M-V def2-TZVPD RIJCOSX def2/J DEFGRID3
* xyz 0 2
F 2.194 0.529 -0.360
H -0.181 1.056 -0.864
O -0.060 -0.750 0.743
H -1.301 0.967 0.561
Li -1.397 -1.534 -0.296
C -0.528 0.438 -0.020
Li 1.272 -0.705 0.235
*
```

Values from the calculation:
orbital gap (spin up / spin down) = 6.85 / 7.73 eV
<S²> = 0.754
lowest unoccupied orbital energy (spin up / spin down) = -1.2 / -1.4 eV
energy above the lowest of the compared OMol25 structures with the same formula, charge and spin = 1.425 eV